Computed, not measured: a 9-piece molecular cluster, C16H48BF4O8 overall in a non-equilibrium geometry, with ωB97M-V/def2-TZVPD.

The calculation puts the frontier orbital gap at 9.82 eV. Its LUMO energy is 2.86 eV. The calculation puts the relative energy (zero: lowest compared OMol25 entry of this formula, charge and spin) at 9.385 eV.

Structure (ORCA input):
```
! wB97M-V def2-TZVPD RIJCOSX def2/J DEFGRID3
* xyz -1 1
B -0.272 -1.047 0.057
F 0.424 -2.063 -0.648
F 0.592 -0.480 0.914
F -0.818 -0.279 -0.947
F -1.280 -1.713 0.744
C 5.080 -1.466 -0.209
C 3.835 -1.628 -0.927
O 3.168 -2.821 -0.370
H 4.893 -1.442 0.888
H 5.730 -0.553 -0.590
H 5.841 -2.113 -0.336
H 3.904 -1.788 -2.042
H 3.276 -0.795 -0.800
H 2.236 -2.788 -0.470
C -1.353 2.316 3.264
C -0.920 2.483 1.911
O -1.920 3.001 0.934
H -1.828 3.149 3.904
H -0.638 1.607 3.760
H -2.298 1.669 3.346
H -0.744 1.577 1.370
H -0.101 3.058 1.825
H -1.759 2.557 0.191
C -1.161 -1.912 5.459
C -0.787 -1.645 4.017
O -0.980 -2.756 3.188
H -2.187 -2.070 5.677
H -0.746 -1.248 5.980
H -0.683 -2.863 5.615
H 0.191 -1.362 3.747
H -1.362 -0.547 3.667
H -1.030 -2.448 2.265
C -1.024 -2.748 -5.004
C -0.976 -2.693 -3.449
O 0.354 -3.150 -3.255
H -0.235 -2.163 -5.418
H -1.821 -2.211 -5.276
H -0.825 -3.564 -5.329
H -1.739 -3.428 -3.019
H -1.168 -1.736 -3.093
H 0.563 -2.873 -2.276
C -5.465 0.275 1.862
C -4.090 -0.103 1.524
O -4.046 -0.998 0.453
H -6.115 -0.729 1.775
H -5.937 0.927 1.067
H -5.522 0.787 2.787
H -3.800 -0.651 2.562
H -3.304 0.616 1.096
H -3.151 -1.342 0.265
C 2.710 1.566 3.133
C 3.371 1.337 1.752
O 2.558 1.626 0.731
H 1.920 0.754 3.373
H 2.308 2.530 3.133
H 3.319 1.362 3.895
H 3.588 0.264 1.673
H 4.316 1.811 1.856
H 1.867 1.021 0.635
C -1.459 4.364 -2.073
C -0.762 2.934 -1.979
O -1.757 1.987 -1.953
H -2.183 4.382 -1.262
H -2.019 4.610 -3.006
H -0.818 5.183 -1.977
H -0.032 2.847 -0.987
H -0.298 2.804 -2.781
H -1.375 1.078 -1.633
C 1.976 0.640 -3.217
C 1.772 -0.054 -4.517
O 2.254 -1.501 -4.539
H 1.602 1.480 -3.310
H 2.929 0.917 -2.863
H 1.488 0.082 -2.397
H 2.270 0.140 -5.291
H 0.713 -0.020 -5.070
H 1.735 -1.952 -3.984
*
```

Computed, not measured: C16H48BeO8S8 as an isolated structure in a non-equilibrium geometry, with ωB97M-V/def2-TZVPD.

The calculation puts the frontier orbital gap at 9.37 eV. Its LUMO energy is -3.84 eV. The calculation puts the relative energy (zero: lowest compared OMol25 entry of this formula, charge and spin) at 0.129 eV.

Structure (ORCA input):
```
! wB97M-V def2-TZVPD RIJCOSX def2/J DEFGRID3
* xyz 2 1
Be -0.233 0.301 0.342
C -2.816 3.021 -2.124
S -3.069 1.821 -0.804
O -1.752 1.763 -0.075
C -4.199 2.773 0.226
H -1.757 3.203 -2.277
H -3.333 3.977 -2.029
H -3.258 2.613 -3.036
H -3.687 3.591 0.727
H -4.636 2.095 0.957
H -5.008 3.110 -0.422
C 0.449 4.192 -0.352
S 0.578 3.670 1.357
O 0.612 2.168 1.251
C 2.285 4.174 1.656
H 1.347 3.999 -0.930
H 0.159 5.246 -0.328
H -0.399 3.642 -0.749
H 2.462 4.190 2.728
H 2.535 5.122 1.185
H 2.912 3.408 1.193
C 1.396 -3.540 1.843
S 0.890 -3.308 0.139
O 0.941 -1.844 -0.131
C 2.328 -4.069 -0.629
H 0.712 -2.943 2.444
H 2.428 -3.222 1.975
H 1.213 -4.557 2.194
H 2.423 -5.087 -0.250
H 3.213 -3.491 -0.370
H 2.135 -4.104 -1.699
C 4.041 1.965 -1.724
S 3.519 1.032 -0.242
O 2.092 0.729 -0.499
C 4.464 -0.450 -0.654
H 3.211 2.656 -1.855
H 4.048 1.246 -2.542
H 5.014 2.429 -1.592
H 3.998 -1.001 -1.477
H 4.444 -1.186 0.148
H 5.458 -0.160 -0.989
C -1.902 -3.361 -2.367
S -2.450 -1.640 -2.337
O -1.768 -0.955 -1.196
C -4.130 -1.997 -1.821
H -2.699 -4.066 -2.590
H -1.501 -3.563 -1.371
H -1.061 -3.493 -3.046
H -4.581 -1.044 -1.532
H -4.161 -2.619 -0.924
H -4.784 -2.426 -2.578
C -3.069 -1.367 3.371
S -2.736 -1.629 1.632
O -1.275 -1.259 1.469
C -2.730 -3.415 1.578
H -3.027 -0.295 3.560
H -2.324 -1.793 4.045
H -4.023 -1.812 3.654
H -3.654 -3.800 2.015
H -1.911 -3.814 2.177
H -2.630 -3.763 0.554
C 0.333 -0.710 4.320
S 1.817 -0.354 3.381
O 1.376 -0.170 1.964
C 1.985 1.315 4.072
H 0.621 -0.765 5.370
H -0.022 -1.675 3.965
H -0.480 -0.002 4.165
H 1.008 1.769 3.902
H 2.746 1.890 3.554
H 2.158 1.274 5.147
C 1.024 -0.624 -3.290
S -0.142 0.734 -3.183
O 0.003 1.342 -1.824
C 0.646 1.766 -4.416
H 2.035 -0.220 -3.251
H 0.963 -1.203 -4.216
H 0.853 -1.357 -2.502
H 1.728 1.839 -4.311
H 0.230 2.772 -4.360
H 0.371 1.314 -5.369
*
```

Computed, not measured: C16H48FMgO8S8 as an isolated structure in a non-equilibrium geometry, with ωB97M-V/def2-TZVPD.

The calculation puts the frontier orbital gap at 9.07 eV. Its LUMO energy is -1.84 eV.

Structure (ORCA input):
```
! wB97M-V def2-TZVPD RIJCOSX def2/J DEFGRID3
* xyz 1 1
Mg -0.752 -0.680 -0.024
F 0.569 0.660 0.099
C 3.096 -1.704 0.575
S 1.850 -2.922 1.216
O 0.452 -2.398 0.986
C 2.013 -4.270 -0.056
H 3.707 -1.283 1.394
H 2.565 -0.909 0.091
H 3.715 -2.214 -0.147
H 1.337 -5.098 0.043
H 3.038 -4.590 0.030
H 1.895 -3.721 -0.989
C 0.318 0.235 3.910
S -0.811 0.930 2.686
O -1.365 -0.253 1.883
C -2.158 1.428 3.806
H 0.384 1.007 4.726
H 1.252 0.084 3.381
H -0.155 -0.709 4.184
H -2.276 0.693 4.602
H -3.101 1.522 3.241
H -1.802 2.428 4.133
C 1.680 -0.188 -3.407
S -0.019 -0.886 -3.241
O -0.078 -1.369 -1.814
C -0.895 0.732 -3.230
H 1.813 0.117 -2.350
H 1.673 0.630 -4.123
H 2.407 -0.952 -3.726
H -0.590 1.155 -2.240
H -1.985 0.602 -3.175
H -0.570 1.358 -4.054
C 2.772 5.728 2.736
S 2.072 4.025 2.878
O 1.052 3.975 4.021
C 0.987 4.182 1.412
H 1.976 6.462 2.858
H 3.342 5.718 1.806
H 3.428 5.842 3.631
H 0.244 4.855 1.765
H 0.640 3.190 1.138
H 1.569 4.759 0.673
C -2.908 -3.163 -3.549
S -2.579 -5.044 -3.535
O -2.719 -5.612 -4.864
C -0.747 -4.785 -3.258
H -2.236 -2.663 -4.248
H -2.721 -2.751 -2.579
H -3.941 -3.086 -3.886
H -0.235 -5.706 -3.034
H -0.573 -4.005 -2.484
H -0.526 -4.457 -4.274
C 4.227 1.497 0.854
S 5.290 2.886 0.466
O 6.389 2.231 -0.238
C 4.216 3.654 -0.799
H 3.239 1.746 1.189
H 4.744 0.982 1.662
H 4.284 0.781 0.054
H 4.811 4.488 -1.235
H 3.330 3.966 -0.304
H 4.032 2.870 -1.534
C -4.426 2.330 -0.637
S -2.686 1.822 0.008
O -2.372 0.674 -0.844
C -1.821 3.300 -0.641
H -5.039 1.489 -0.368
H -4.371 2.522 -1.703
H -4.810 3.147 -0.024
H -0.789 2.994 -0.402
H -2.141 4.098 -0.013
H -1.936 3.497 -1.728
C -3.755 -4.515 0.083
S -2.208 -3.632 0.444
O -2.373 -2.182 -0.018
C -2.464 -3.394 2.300
H -4.144 -4.238 -0.898
H -4.481 -4.322 0.872
H -3.516 -5.588 -0.014
H -2.520 -4.377 2.760
H -3.276 -2.695 2.420
H -1.538 -2.925 2.668
*
```

Computed, not measured: a 6-piece molecular cluster, C16H48N4O6 overall in a non-equilibrium geometry, with ωB97M-V/def2-TZVPD.

The calculation puts the frontier orbital gap (spin up / spin down) at 2.40 / 9.35 eV. Its LUMO energy (spin up / spin down) is 2.62 / 2.55 eV. The expectation value of S² is 0.751. The calculation puts the relative energy (zero: lowest compared OMol25 entry of this formula, charge and spin) at 0.799 eV.

Structure (ORCA input):
```
! wB97M-V def2-TZVPD RIJCOSX def2/J DEFGRID3
* xyz -1 2
C -1.605 7.488 -4.268
C -0.726 6.203 -4.061
C -1.555 4.909 -3.684
O -0.731 3.784 -3.701
C -0.509 3.053 -2.489
N -0.101 6.022 -5.360
H -2.511 7.333 -4.852
H -0.865 8.171 -4.686
H -1.954 7.894 -3.318
H 0.024 6.290 -3.275
H -2.298 4.772 -4.469
H -2.030 4.993 -2.707
H -0.320 3.763 -1.684
H 0.402 2.456 -2.532
H -1.327 2.464 -2.074
H -0.675 5.648 -6.102
H 0.468 5.199 -5.222
C 3.873 -4.377 -0.094
C 4.208 -4.561 1.423
C 4.159 -3.265 2.230
O 2.839 -2.655 2.239
C 2.809 -1.316 2.598
N 3.326 -5.537 2.007
H 2.829 -4.617 -0.297
H 4.436 -5.102 -0.682
H 4.057 -3.411 -0.565
H 5.184 -4.999 1.630
H 5.050 -2.647 2.117
H 4.320 -3.640 3.241
H 3.213 -1.117 3.590
H 1.750 -1.081 2.486
H 3.294 -0.788 1.776
H 3.409 -5.253 2.973
H 2.451 -5.087 1.780
C 0.304 -2.754 -0.570
C -0.808 -3.784 -0.278
C -0.590 -4.595 1.116
O -1.670 -5.625 1.166
C -1.828 -6.373 2.345
N -2.121 -3.090 -0.143
H 1.179 -3.238 -1.005
H 0.510 -2.050 0.236
H -0.021 -2.041 -1.327
H -0.781 -4.475 -1.121
H -0.705 -3.954 1.989
H 0.390 -5.071 1.136
H -2.350 -5.870 3.160
H -0.857 -6.743 2.672
H -2.187 -7.389 2.180
H -2.858 -3.737 0.099
H -2.126 -2.472 0.656
C -1.913 0.900 0.474
C -3.097 1.003 1.497
C -2.752 1.957 2.690
O -2.295 3.265 2.209
C -1.834 4.186 3.161
N -4.254 1.487 0.835
H -1.059 0.364 0.888
H -1.473 1.861 0.204
H -2.067 0.335 -0.445
H -3.258 -0.002 1.886
H -1.925 1.422 3.157
H -3.602 1.952 3.372
H -1.637 5.082 2.573
H -0.915 3.834 3.630
H -2.520 4.398 3.981
H -4.523 0.932 0.035
H -4.102 2.442 0.543
O 3.298 1.665 -2.237
H 3.128 0.727 -2.141
H 3.881 1.878 -1.508
O 1.148 0.993 -0.393
H 1.461 0.250 0.123
H 1.934 1.343 -0.811
*
```